1.
This record from OMol25 describes 2 unconnected molecules or ions with the total composition C7H9N2OP at a distorted geometry. The level of theory is ωB97M-V with the def2-TZVPD basis set.

The geometry in ORCA input format:
```
! wB97M-V def2-TZVPD RIJCOSX def2/J DEFGRID3
* xyz 0 1
O -0.826 0.148 -2.687
P -1.669 -0.194 -1.573
N -1.450 0.939 -0.285
C -2.164 0.955 0.899
C -1.617 1.959 1.668
N -0.586 2.580 0.951
C -0.520 2.005 -0.201
H -2.970 0.342 1.269
H -1.835 2.306 2.611
H 0.216 2.380 -0.910
C -0.182 -2.008 -0.363
C 0.542 -1.228 0.455
C 1.885 -0.700 0.122
C 2.875 -1.123 -0.699
H 0.351 -2.500 -1.284
H -1.079 -2.425 0.118
H 0.364 -0.766 1.376
H 2.143 0.052 0.726
H 3.797 -0.707 -0.905
H 2.725 -2.016 -1.287
*
```

Kohn-Sham gap = 8.3886 eV
calculated total energy = -798.162233 hartree
SMILES = O=Pn1ccnc1.C=CC=C
relative energy (zero: lowest compared OMol25 entry of this formula, charge and spin) = 40.9 kcal/mol

2.
This record from OMol25 describes a gas-phase ion, C7H9N3 (charge +2) at a distorted geometry. The level of theory is ωB97M-V with the def2-TZVPD basis set.

The geometry in ORCA input format:
```
! wB97M-V def2-TZVPD RIJCOSX def2/J DEFGRID3
* xyz 2 1
C 2.531 2.091 -2.654
N 2.164 0.988 -2.721
C 1.796 -0.285 -2.527
C 0.978 -0.555 -1.506
N 0.306 0.402 -0.726
C 0.580 1.672 -0.766
N 0.527 2.818 -0.690
C -0.497 0.075 0.443
C -0.523 -1.154 0.940
C -1.391 -1.525 2.035
H 2.787 3.182 -2.966
H 2.315 -1.072 -3.281
H 0.729 -1.591 -1.244
H 0.619 3.840 -0.858
H -0.884 0.995 0.923
H 0.150 -1.990 0.513
H -2.155 -2.133 1.731
H -0.828 -2.205 2.742
H -1.755 -0.709 2.606
*
```

Kohn-Sham gap = 7.3169 eV
calculated total energy = -435.552860 hartree
SMILES = C#[N+]/C=C\N(C#[NH+])/C=C/C
relative energy (zero: lowest compared OMol25 entry of this formula, charge and spin) = 70.0 kcal/mol

3.
This record from OMol25 describes C7H9N3O in the gas phase at a distorted geometry. The level of theory is ωB97M-V with the def2-TZVPD basis set.

The geometry in ORCA input format:
```
! wB97M-V def2-TZVPD RIJCOSX def2/J DEFGRID3
* xyz 0 1
C 0.609 -0.324 -2.654
C 0.103 -2.093 -1.595
C 0.129 0.024 -1.369
C -0.840 0.248 1.967
C -0.093 1.324 -0.744
C 0.817 1.493 0.560
C 0.532 0.479 1.548
N 0.545 -1.647 -2.784
N -0.151 -1.131 -0.723
N -1.060 -0.967 2.553
O -1.733 1.068 1.816
H 0.923 0.316 -3.454
H -0.034 -3.135 -1.379
H 0.146 2.137 -1.427
H -1.118 1.419 -0.378
H 1.866 1.503 0.273
H 0.505 2.475 0.921
H 1.291 -0.241 1.813
H -0.413 -1.717 2.381
H -2.024 -1.233 2.676
*
```

Kohn-Sham gap (spin up / spin down) = 6.1645 / 8.7920 eV
calculated total energy = -511.564465 hartree
relative energy (zero: lowest compared OMol25 entry of this formula, charge and spin) = 50.9 kcal/mol

4.
This record from OMol25 describes C7H9N3O in the gas phase at a distorted geometry. The level of theory is ωB97M-V with the def2-TZVPD basis set.

The geometry in ORCA input format:
```
! wB97M-V def2-TZVPD RIJCOSX def2/J DEFGRID3
* xyz 0 1
C -0.706 3.333 2.281
N 0.147 2.473 1.508
N -0.420 1.521 0.948
O -1.580 1.171 0.946
N 0.573 0.744 0.140
C 0.400 -0.488 -0.464
C 1.553 -1.209 -0.787
C 1.458 -2.416 -1.448
C 0.216 -2.934 -1.786
C -0.926 -2.217 -1.471
C -0.844 -0.999 -0.822
H -0.075 3.888 2.969
H -1.459 2.759 2.830
H -1.227 4.033 1.623
H 1.507 1.054 0.363
H 2.523 -0.813 -0.516
H 2.356 -2.957 -1.702
H 0.144 -3.885 -2.291
H -1.898 -2.607 -1.736
H -1.741 -0.451 -0.586
*
```

Kohn-Sham gap = 9.3111 eV
calculated total energy = -511.530916 hartree
SMILES = C/N=[N+](\[O-])Nc1ccccc1
relative energy (zero: lowest compared OMol25 entry of this formula, charge and spin) = 71.9 kcal/mol

5.
This record from OMol25 describes C7H9N3O2S2 in the gas phase at a distorted geometry. The level of theory is ωB97M-V with the def2-TZVPD basis set.

The geometry in ORCA input format:
```
! wB97M-V def2-TZVPD RIJCOSX def2/J DEFGRID3
* xyz 0 1
N 0.327 0.634 3.416
C 0.618 0.175 1.668
S 1.903 -1.223 2.073
N 2.005 -1.818 0.479
O 3.078 -0.700 2.737
O 1.117 -2.220 2.843
N -0.425 -0.402 1.000
C -0.703 0.012 -0.293
C -1.557 -0.499 -1.255
C -1.740 0.174 -2.415
C -1.033 1.254 -2.731
C 0.031 1.690 -1.826
C 0.097 1.129 -0.579
S 1.346 1.411 0.720
H -0.510 0.054 3.578
H 1.151 0.113 3.767
H 2.852 -1.730 -0.069
H 1.595 -2.719 0.367
H -0.838 -1.131 1.560
H -1.977 -1.385 -0.970
H -2.549 -0.135 -3.084
H -1.334 1.815 -3.500
H 0.722 2.501 -2.110
*
```

Kohn-Sham gap = 8.5094 eV
calculated total energy = -1383.177086 hartree
SMILES = N[C@@]1(S(N)(=O)=O)Nc2ccccc2S1
relative energy (zero: lowest compared OMol25 entry of this formula, charge and spin) = 68.2 kcal/mol

6.
This record from OMol25 describes C7H9N3O3 in the gas phase at a distorted geometry. The level of theory is ωB97M-V with the def2-TZVPD basis set.

The geometry in ORCA input format:
```
! wB97M-V def2-TZVPD RIJCOSX def2/J DEFGRID3
* xyz 0 1
C 2.770 1.248 -1.281
C 2.384 0.318 -0.650
C 1.982 -0.751 0.322
N 0.552 -0.529 0.551
N 0.217 0.598 1.213
C -0.302 -1.518 0.420
C -1.645 -1.477 0.382
O -2.373 -2.684 0.510
C -2.527 -0.344 0.120
O -3.717 -0.362 0.315
N -1.962 0.758 -0.590
C -0.871 0.697 -1.396
O -0.300 -0.251 -1.926
H 3.181 1.922 -2.014
H 2.683 -0.556 1.266
H 2.191 -1.604 -0.222
H 0.384 1.400 0.545
H -0.725 0.615 1.517
H 0.002 -2.545 0.376
H -3.315 -2.402 0.607
H -2.193 1.743 -0.326
H -0.382 1.697 -1.467
*
```

Kohn-Sham gap = 7.8756 eV
calculated total energy = -661.962524 hartree
SMILES = C#CCN(N)/C=C(/O)C(=O)NC=O
relative energy (zero: lowest compared OMol25 entry of this formula, charge and spin) = 136.5 kcal/mol